--- A ---
Entry from OMol25: a cluster of 8 separate species, C3H24N2O8 in total (wB97M-V/def2-TZVPD).

Last column: Mulliken charge in e.
Atoms and positions in Å:
O -0.38 -2.18 3.08  -0.619
O 3.19 0.42 0.03  -0.690
O 0.29 -1.44 0.70  -0.675
O -3.37 0.38 -0.38  -0.666
O -2.20 -2.32 0.66  -0.660
O 1.63 -0.89 -2.64  -0.576
O -0.95 -2.66 -1.95  -0.620
O 1.46 0.87 1.70  -0.434
N -0.70 1.01 -1.94  -0.451
N -0.27 2.28 0.95  0.060
C 0.56 1.53 -1.33  0.576
C 0.20 2.68 -0.43  -0.878
C 0.83 2.13 1.85  -0.279
H -0.40 0.58 -2.84  0.330
H 0.38 2.10 2.84  0.285
H 1.26 0.88 -0.75  -0.456
H 3.98 0.43 0.51  0.277
H 1.17 1.82 -2.19  0.531
H -0.62 -1.48 0.48  0.370
H -1.33 -2.29 3.19  0.306
H -3.21 1.33 -0.09  0.320
H 2.23 -0.78 -1.91  0.275
H -0.04 -1.41 3.55  0.302
H 1.70 2.86 1.83  0.358
H -2.79 -1.67 0.33  0.302
H -2.15 -2.99 -0.02  0.276
H -0.14 -2.21 -1.66  0.312
H -0.83 1.45 0.90  0.197
H 2.17 -0.79 -3.44  0.280
H 0.39 -2.15 1.35  0.264
H 1.12 3.34 -0.39  0.363
H -0.52 3.32 -1.04  0.326
H -1.07 0.28 -1.43  0.233
H -3.64 0.46 -1.37  0.351
H 0.95 0.15 1.27  0.452
H -1.05 -2.51 -2.93  0.313
H 2.37 0.78 0.59  0.347

Calculated values
Spin multiplicity: 2
LUMO energy (alpha / beta) (eV): -2.897 / -8.592
Total charge: +1

***

--- B ---
Entry from OMol25: a cluster of 8 separate species, C3H24N2O8 in total (wB97M-V/def2-TZVPD).

Last column: Mulliken charge in e.
Atoms and positions in Å:
O -3.53 2.61 1.20  -0.683
O -1.08 -3.21 -0.83  -0.781
O 2.42 -0.26 -0.04  -0.479
O 0.67 -4.19 0.69  -0.703
O -0.77 -1.03 0.62  -0.590
O 0.90 -2.41 2.83  -0.664
O -0.30 -1.81 -3.34  -0.624
O -3.03 0.40 -0.10  -0.636
N 1.22 1.49 1.04  -0.013
N 0.82 2.93 -2.39  -0.462
C 1.51 2.17 -1.42  -0.497
C 0.74 2.31 -0.02  -0.422
C 2.51 0.76 0.92  -0.457
H 0.10 -4.29 1.45  0.357
H 0.61 0.68 1.12  0.155
H -1.04 -1.84 0.09  0.285
H -3.42 0.26 -0.97  0.266
H -1.51 -3.84 -0.26  0.305
H -0.79 -2.12 -2.57  0.349
H 0.39 -2.36 3.64  0.286
H 0.53 -1.83 2.16  0.427
H 0.01 2.42 -2.71  0.299
H 2.83 0.42 1.90  0.298
H -0.11 -3.26 -0.76  0.468
H -3.10 3.45 0.98  0.317
H 0.07 -0.97 -3.03  0.281
H 0.49 3.81 -2.00  0.286
H 1.38 -3.67 1.09  0.314
H 0.84 3.37 0.24  0.347
H -3.16 2.51 2.09  0.340
H -0.33 2.19 -0.15  0.352
H -3.30 1.23 0.34  0.357
H 3.24 1.44 0.54  0.422
H -1.56 -0.45 0.56  0.380
H 1.57 -0.71 0.08  0.348
H 2.46 2.66 -1.21  0.334
H 1.69 1.16 -1.75  0.439

Calculated values
Spin multiplicity: 2
LUMO energy (alpha / beta) (eV): -3.062 / -7.993
Total charge: +1

***

Most stable to least stable, the ends of the list are B and A.

***

--- A ---
Entry from OMol25: a cluster of 12 separate species, C36H96O36S12 in total (wB97M-V/def2-TZVPD).

Last column: Mulliken charge in e.
Atoms and positions in Å:
S -7.59 19.19 17.75  1.010
S -14.55 18.30 17.63  1.144
S -16.30 11.50 2.92  1.132
S -11.58 18.39 9.39  1.130
S -8.32 1.04 8.40  1.140
S -17.36 15.54 11.35  1.090
S -9.32 11.32 12.34  1.090
S -10.16 4.25 16.13  1.105
S -3.44 16.08 11.97  1.148
S -11.68 6.16 -0.07  1.200
S -3.21 4.27 4.06  1.150
S -2.87 3.60 12.65  1.088
O -8.85 10.29 13.20  -0.592
O -11.31 16.82 8.98  -0.216
O -8.26 2.30 9.15  -0.604
O -18.48 15.25 12.27  -0.592
O -10.04 4.00 14.72  -0.560
O -2.54 15.33 10.86  -0.264
O -2.66 17.23 12.46  -0.623
O -15.97 15.68 11.90  -0.556
O -15.25 12.38 3.47  -0.583
O -14.24 18.64 19.05  -0.608
O -11.92 7.64 -0.17  -0.626
O -2.23 3.09 11.43  -0.570
O -10.94 5.69 1.25  -0.277
O -11.12 3.56 16.97  -0.599
O -3.13 5.52 5.12  -0.275
O -13.05 18.49 9.22  -0.607
O -17.41 14.47 10.10  -0.270
O -16.69 11.71 1.34  -0.302
O -8.21 19.78 16.59  -0.560
O -6.06 19.69 17.93  -0.307
O -10.54 19.30 8.87  -0.615
O -8.37 -0.18 9.48  -0.291
O -8.28 11.88 11.48  -0.598
O -2.04 3.45 13.87  -0.621
O -13.84 17.13 17.07  -0.564
O -12.79 5.27 -0.34  -0.603
O -2.22 4.54 3.06  -0.568
O -10.52 10.64 11.33  -0.280
O -7.36 0.69 7.38  -0.582
O -17.50 11.29 3.66  -0.602
O -8.66 3.94 16.80  -0.299
O -14.09 19.67 16.72  -0.315
O -4.75 16.28 11.46  -0.587
O -4.67 4.01 3.81  -0.605
O -3.46 5.16 12.48  -0.233
O -7.65 17.76 17.90  -0.615
C -3.94 5.98 13.56  -0.168
C -16.07 13.99 0.80  -1.065
C -8.49 2.80 18.85  -1.137
C -11.31 18.25 11.18  -0.808
C -15.91 13.00 9.13  -1.229
C -8.39 19.84 19.30  -0.807
C -9.79 6.25 3.25  -1.293
C -10.03 1.02 7.71  -0.918
C -2.56 2.86 5.10  -0.898
C -4.46 2.68 12.63  -0.918
C -13.55 22.16 17.01  -1.236
C -15.89 12.51 0.52  -0.182
C -10.09 9.63 10.50  -0.323
C -10.39 12.56 13.27  -0.880
C -3.97 6.94 6.86  -1.274
C -8.33 2.70 17.36  -0.221
C -2.56 14.08 8.82  -1.419
C -16.33 14.48 9.23  -0.259
C -10.21 15.06 7.79  -1.234
C -11.29 8.75 9.88  -0.969
C -4.05 7.43 13.07  -1.090
C -10.10 6.69 1.81  -0.119
C -16.35 18.22 17.31  -0.884
C -3.98 5.50 6.21  -0.129
C -5.66 20.81 17.07  -0.307
C -3.45 14.84 13.33  -0.812
C -6.43 22.06 17.30  -0.948
C -10.21 5.70 -1.07  -0.923
C -10.20 6.06 16.58  -0.851
C -8.55 -1.49 9.02  -0.233
C -17.88 17.03 10.32  -0.861
C -15.55 9.84 2.88  -0.891
C -7.13 -2.05 9.24  -1.105
C -14.59 21.00 17.15  -0.169
C -3.24 14.30 10.16  -0.026
C -10.15 16.47 8.25  -0.167
H -9.67 13.17 13.81  0.362
H -9.74 10.20 9.64  0.267
H -15.53 21.26 16.66  0.289
H -12.50 21.92 17.21  0.313
H -5.76 20.58 16.01  0.294
H -13.78 23.05 17.60  0.371
H -9.48 2.86 19.30  0.295
H -3.98 8.10 13.93  0.352
H -10.70 17.34 11.20  0.245
H -15.50 15.08 9.58  0.401
H -9.18 6.71 1.23  0.326
H -16.68 18.91 16.54  0.283
H -9.25 16.56 8.86  0.289
H -10.60 4.99 -1.80  0.359
H -4.97 7.48 12.48  0.270
H -15.22 9.51 3.87  0.339
H -10.68 6.12 17.56  0.331
H -3.10 13.38 10.72  0.266
H -10.05 6.69 -1.52  0.321
H -3.00 13.22 8.32  0.358
H -15.78 14.30 1.81  0.324
H -9.17 14.78 7.60  0.377
H -8.96 5.55 3.20  0.319
H -9.16 6.32 16.75  0.290
H -10.69 1.15 8.56  0.311
H -16.59 17.16 17.20  0.363
H -3.29 6.08 14.43  0.268
H -3.75 4.71 6.92  0.310
H -4.59 21.03 17.02  0.411
H -9.29 8.96 10.83  0.381
H -3.48 13.86 12.86  0.294
H -2.52 15.04 13.87  0.310
H -7.91 3.61 19.29  0.305
H -8.00 1.91 19.26  0.388
H -7.28 2.46 17.20  0.271
H -14.66 10.00 2.28  0.284
H -10.65 5.85 3.78  0.321
H -15.40 14.64 0.22  0.359
H -17.27 17.09 9.42  0.293
H -11.52 8.92 8.83  0.269
H -10.60 6.62 15.74  0.354
H -8.88 -1.51 7.98  0.332
H -4.39 7.70 6.19  0.325
H -9.39 5.28 -0.49  0.299
H -16.24 9.17 2.37  0.324
H -16.80 18.53 18.25  0.351
H -16.27 12.20 -0.46  0.293
H -10.50 14.34 8.56  0.287
H -5.95 22.62 18.10  0.293
H -4.88 5.50 13.83  0.301
H -6.39 22.83 16.52  0.345
H -14.94 12.83 8.66  0.366
H -8.04 20.87 19.35  0.281
H -2.79 1.97 4.51  0.338
H -1.48 2.96 5.24  0.322
H -5.01 5.48 5.84  0.267
H -16.75 14.95 8.34  0.307
H -17.88 17.95 10.91  0.350
H -5.15 2.91 13.45  0.326
H -10.00 1.89 7.05  0.365
H -10.27 0.13 7.13  0.343
H -6.97 -2.94 8.64  0.360
H -16.59 12.32 8.63  0.313
H -14.79 20.93 18.22  0.346
H -10.57 7.66 1.95  0.299
H -3.04 2.74 6.07  0.317
H -12.15 8.90 10.54  0.279
H -2.65 14.98 8.21  0.345
H -7.96 19.31 20.14  0.326
H -9.07 -2.03 9.81  0.265
H -9.19 7.00 3.76  0.397
H -3.26 7.63 12.34  0.307
H -10.93 11.98 14.03  0.335
H -11.14 12.92 12.56  0.340
H -4.26 14.53 9.84  0.320
H -8.99 1.94 16.92  0.326
H -7.51 21.94 17.42  0.263
H -14.88 12.13 0.62  0.282
H -9.48 19.90 19.24  0.319
H -6.93 -2.27 10.29  0.317
H -4.57 6.93 7.77  0.380
H -2.95 7.24 7.09  0.340
H -13.62 22.68 16.06  0.315
H -10.95 7.72 10.02  0.314
H -4.86 3.02 11.68  0.305
H -10.74 19.08 11.60  0.332
H -12.28 18.06 11.63  0.322
H -10.03 17.19 7.44  0.342
H -4.33 15.12 13.90  0.314
H -17.07 14.37 0.62  0.289
H -6.32 -1.42 8.87  0.296
H -1.49 13.96 8.64  0.376
H -18.88 16.78 9.97  0.338
H -15.74 12.67 10.15  0.310
H -10.66 14.77 6.84  0.326
H -4.14 1.65 12.46  0.385

Calculated values
LUMO energy (eV): -0.032

***

--- B ---
Entry from OMol25: a cluster of 12 separate species, C36H96O36S12 in total (wB97M-V/def2-TZVPD).

Last column: Mulliken charge in e.
Atoms and positions in Å:
S -0.09 6.09 -1.61  1.070
S -6.98 -0.14 -3.90  1.200
S 6.88 -5.67 3.54  1.118
S 0.14 3.43 -5.73  1.152
S -4.14 3.84 -1.67  0.358
S 5.10 4.70 1.11  1.237
S 0.21 0.96 -0.16  0.741
S -1.38 -5.24 2.30  1.210
S 1.63 -8.96 -0.66  1.246
S -6.29 0.22 1.53  1.055
S 4.72 -2.04 -1.93  1.049
S 3.45 1.79 5.17  1.087
O 0.05 0.40 -1.49  -0.497
O 5.32 -5.50 2.92  -0.224
O -6.70 0.94 -4.80  -0.589
O -5.58 -0.85 -3.44  -0.411
O 6.27 -2.31 -1.50  -0.436
O 0.60 4.79 -5.87  -0.602
O 4.72 -1.88 -3.35  -0.681
O 1.41 1.70 0.15  -0.440
O 2.32 -9.22 0.57  -0.649
O -0.01 4.67 -1.38  -0.293
O -3.26 2.81 -2.12  -0.093
O 4.38 5.53 0.16  -0.601
O -1.34 6.56 -0.68  -0.233
O -0.23 6.67 -2.93  -0.669
O -5.48 -0.16 0.39  -0.200
O -5.34 0.40 2.86  -0.388
O 6.57 4.32 0.51  -0.353
O 3.59 2.75 6.23  -0.629
O 3.93 -3.04 -1.25  -0.375
O -7.13 1.38 1.45  -0.691
O -7.95 -1.16 -4.19  -0.658
O -0.03 -0.12 1.04  0.412
O 3.10 2.24 3.84  -0.452
O 0.76 2.39 -6.50  -0.648
O 0.24 -8.64 -0.65  -0.556
O 7.09 -4.64 4.51  -0.610
O 2.48 -7.77 -1.37  -0.302
O -3.87 5.22 -1.94  -0.349
O -1.47 3.43 -6.10  -0.378
O 5.34 5.16 2.44  -0.632
O -2.64 -4.47 3.01  -0.423
O -5.65 3.46 -2.10  -0.075
O -0.39 -5.48 3.32  -0.680
O -0.99 -4.48 1.14  -0.392
O 7.78 -5.87 2.45  -0.597
O 2.41 0.63 5.68  -0.421
C -0.10 2.87 -3.97  -0.244
C 4.58 -0.43 -1.11  -1.199
C 1.54 0.04 4.72  0.383
C 6.62 -7.30 4.28  -0.970
C 4.27 3.08 1.23  -0.345
C -6.70 4.41 -1.95  -0.452
C -7.41 4.55 -3.30  -1.081
C 3.40 -4.27 2.36  -0.687
C -3.36 -0.60 -2.40  -0.942
C -3.44 1.03 4.06  -1.314
C 1.78 -6.72 -2.06  -0.671
C -7.53 0.69 -2.37  0.103
C -2.19 -6.76 1.70  -1.099
C -2.13 7.73 -1.05  -0.085
C 0.96 -2.05 -0.14  -0.042
C 6.71 4.32 -0.92  -0.418
C -4.51 0.07 -3.12  0.714
C -3.67 -2.77 1.64  -0.047
C 6.60 2.92 -1.48  -0.677
C -2.23 4.57 -5.76  -0.481
C -3.77 -4.18 2.18  -0.548
C 0.11 0.38 5.11  -1.326
C 4.73 -4.22 3.11  -0.276
C 1.28 6.85 -0.74  -1.091
C 4.91 0.77 5.07  -0.901
C 2.14 -10.27 -1.86  -0.979
C -3.51 4.17 -5.08  -0.092
C 6.53 -2.77 -0.16  0.351
C -7.31 -1.20 2.00  -1.141
C -1.28 8.98 -1.10  -1.280
C -1.21 1.98 0.28  -0.337
C -4.24 1.30 2.82  0.621
C 0.85 -1.26 1.16  -0.308
C -4.37 3.61 0.13  -1.030
C 1.10 -5.78 -1.07  0.202
C 8.03 -3.09 -0.25  -1.390
H -1.22 2.04 1.37  0.357
H 6.30 -1.97 0.55  0.240
H -0.88 3.53 -3.62  -0.275
H 5.35 -3.40 2.75  0.294
H -2.84 7.43 -1.82  0.232
H 5.81 1.36 4.90  0.401
H -0.67 -0.34 4.85  0.328
H 3.67 -4.30 1.30  0.113
H -7.05 1.65 -2.22  -0.507
H -4.85 0.95 -2.57  -0.438
H -2.05 1.38 -0.08  -0.205
H 4.32 2.56 0.28  -0.093
H 2.54 -6.19 -2.65  0.427
H -3.34 3.39 -4.33  -0.399
H 2.52 -11.16 -1.38  0.342
H 5.00 0.28 6.04  0.371
H 0.00 0.53 6.19  0.448
H 1.83 -0.95 1.53  -0.003
H -3.33 -0.02 4.34  0.354
H -2.79 7.86 -0.18  0.306
H 1.59 -1.44 -0.79  0.185
H -3.61 1.23 1.93  -0.191
H -0.25 1.34 4.71  0.233
H -0.77 9.29 -0.19  0.312
H 1.77 -4.95 -0.83  -0.315
H 1.92 6.10 -0.32  0.184
H -1.91 9.86 -1.26  0.406
H -4.62 2.32 2.91  0.441
H -2.79 -1.27 -3.03  0.457
H 1.69 0.35 3.68  -0.065
H -2.41 5.15 -6.67  0.439
H -4.09 3.52 -5.75  0.341
H -3.47 -2.02 2.40  0.067
H 1.66 -1.05 4.81  0.321
H -3.81 -1.18 -1.58  0.203
H 0.86 -6.28 -0.14  0.048
H 4.81 0.04 4.28  0.223
H -4.20 0.45 -4.09  0.449
H -4.59 -4.14 2.91  0.311
H -4.72 4.58 0.47  0.523
H -3.98 -4.90 1.40  0.309
H 7.02 -8.07 3.62  0.355
H 0.53 -1.88 2.00  0.366
H 1.17 -6.97 -2.93  0.234
H 5.41 0.23 -1.37  0.529
H -3.82 1.52 4.96  0.407
H 8.30 -3.70 0.61  0.313
H 7.75 4.65 -1.07  0.304
H 8.63 -2.18 -0.32  0.345
H -6.70 -1.86 2.60  0.284
H -0.57 8.93 -1.93  0.339
H 6.13 5.08 -1.44  0.293
H -2.80 0.15 -1.85  -0.173
H 8.26 -3.52 -1.22  0.366
H -0.34 1.82 -4.03  0.290
H 0.84 7.56 -0.05  0.319
H 2.71 -5.08 2.58  0.409
H -6.79 4.73 -4.17  0.219
H -7.90 3.59 -3.51  0.208
H -0.02 -2.24 -0.57  0.219
H 6.99 2.81 -2.49  0.452
H -8.15 -0.77 2.54  0.444
H 1.63 7.53 -1.52  0.474
H 5.56 2.60 -1.51  -0.025
H 7.24 -7.31 5.17  0.351
H -2.37 1.27 3.96  0.118
H 7.09 2.25 -0.77  0.311
H 4.51 -4.10 4.18  0.401
H 5.58 -7.57 4.47  0.307
H 2.86 -9.84 -2.55  0.311
H -4.15 4.94 -4.67  0.269
H -6.37 5.40 -1.65  0.602
H -1.68 5.30 -5.15  0.238
H 1.28 -10.57 -2.47  0.348
H -7.45 4.00 -1.28  0.222
H 3.23 3.37 1.36  0.308
H -5.11 2.81 0.23  0.143
H 5.94 -3.67 0.02  0.109
H -7.73 -1.59 1.08  0.372
H 3.74 0.15 -1.51  0.498
H -1.16 2.95 -0.20  0.062
H -1.40 -7.52 1.65  0.370
H 4.41 -0.64 -0.06  0.228
H -4.59 -2.44 1.17  0.061
H -3.41 3.34 0.55  0.306
H -2.84 -2.70 0.93  0.073
H -7.29 0.07 -1.50  -0.050
H -8.30 5.18 -3.30  0.442
H 0.21 -5.34 -1.52  0.313
H -8.60 0.84 -2.34  0.608
H 0.82 2.97 -3.41  0.379
H 4.63 2.47 2.05  0.274
H 2.82 -3.35 2.45  0.005
H -2.62 -6.51 0.74  0.344
H 1.50 -2.99 -0.07  -0.515
H -2.79 -7.20 2.50  0.416

Calculated values
LUMO energy (eV): -0.107

***

Most stable to least stable, the ends of the list are B and A.